(1)
15
Properties=species:S:1:pos:R:3:lowdin_charge:R:1 method="wB97M-V/def2-TZVPD" largest_force_ha_per_bohr=0.1038 charge=0 homo_lumo_gap_ev=11.54 total_energy_ev=-10398.1632 lumo_ev=0.5
O -1.56 -0.49 1.05 -0.15
H -2.03 -0.51 0.17 0.01
H -2.13 -1.12 1.60 0.10
O -1.57 0.28 -1.13 -0.24
H -0.78 0.76 -0.51 0.06
H -2.24 1.15 -1.37 0.18
O 0.19 1.96 0.14 -0.10
H -0.20 1.64 0.92 0.00
H 0.99 1.25 -0.13 0.13
O 2.59 0.14 -0.04 -0.21
H 2.35 -0.89 0.08 0.08
H 3.51 0.22 0.58 0.15
O 0.56 -1.73 -0.40 -0.13
H 0.33 -1.39 -1.30 0.05
H -0.01 -1.26 0.35 0.06

=====

(2)
15
Properties=species:S:1:pos:R:3:lowdin_charge:R:1 method="wB97M-V/def2-TZVPD" largest_force_ha_per_bohr=0.2446 charge=0 homo_lumo_gap_ev=8.41 total_energy_ev=-10390.7277 lumo_ev=-0.3
O -19.37 -8.39 -33.24 -0.06
H -19.19 -8.99 -33.96 0.03
H -19.12 -7.53 -33.57 -0.26
O -18.65 -6.54 -33.51 0.09
H -18.10 -6.37 -32.75 0.16
H -19.11 -5.71 -33.65 0.14
O -18.39 -7.15 -35.45 0.02
H -18.30 -6.42 -34.84 0.03
H -18.43 -6.74 -36.32 -0.12
O -17.63 -6.40 -37.04 0.09
H -17.44 -5.46 -37.06 0.12
H -17.06 -6.77 -37.73 0.13
O -16.84 -8.34 -35.77 -0.07
H -17.66 -7.90 -35.53 -0.30
H -16.24 -7.63 -35.99 0.01

=====

(3)
15
Properties=species:S:1:pos:R:3:lowdin_charge:R:1 method="wB97M-V/def2-TZVPD" largest_force_ha_per_bohr=0.0917 charge=0 homo_lumo_gap_ev=11.10 total_energy_ev=-10398.0355 lumo_ev=0.1
O -0.50 -0.39 -1.17 -0.03
H -1.36 -0.15 -0.97 0.00
H 0.00 -0.25 -0.33 0.04
O -2.45 -1.85 -3.77 -0.08
H -1.62 -1.77 -4.21 0.01
H -2.19 -1.58 -2.82 0.06
O 3.34 -1.67 0.61 0.00
H 3.45 -2.61 0.50 0.04
H 2.56 -1.37 0.27 -0.05
O 0.56 1.29 1.86 -0.03
H 0.52 1.12 0.92 0.03
H 0.56 0.48 2.27 0.03
O -1.11 2.60 2.04 -0.06
H -1.53 3.27 2.48 -0.01
H -0.23 2.89 2.32 0.04

=====

(4)
15
Properties=species:S:1:pos:R:3:lowdin_charge:R:1 method="wB97M-V/def2-TZVPD" largest_force_ha_per_bohr=0.0491 charge=0 homo_lumo_gap_ev=11.66 total_energy_ev=-10400.0347 lumo_ev=0.4
O -2.31 1.30 0.72 -0.10
H -1.83 0.47 0.68 -0.03
H -2.46 1.61 1.67 0.09
O 0.66 1.58 0.52 -0.06
H 0.51 0.65 0.89 0.08
H -0.22 1.97 0.42 0.04
O 0.54 -1.57 -1.22 -0.07
H 1.25 -1.00 -1.59 0.01
H 0.89 -2.42 -0.95 0.04
O 2.04 0.57 -1.63 -0.08
H 1.62 0.95 -0.76 0.05
H 2.88 0.31 -1.31 0.02
O -1.28 -1.16 1.09 -0.03
H -0.58 -1.24 0.46 -0.01
H -1.70 -2.01 1.01 0.06

=====

Across the entries above, energy above the lowest of the compared OMol25 structures with the same formula, charge and spin takes the values 259.19; 976.61; 271.51; 78.62 kJ/mol, respectively.